Entry 1:
Below is an isolated molecule of C19H21N5O2S2, with properties calculated with wB97M-V/def2-TZVPD.

Results
Total energy in hartree: -1957.255044
E_HOMO in eV: -8.856
Max |F| in eV Å⁻¹: 1.65
Multiplicity: 1
SMILES: CC(C)(C)NC(=O)[C@@H](c1ccncc1)N(Cc1cccs1)C(=O)c1csnn1
Energy above the lowest of the compared OMol25 structures with the same formula, charge and spin in kJ/mol: 4.5

Each line ends with the Mulliken charge.
Cartesian coordinates (Å):
1 C -4.877 -1.349 0.868  -1.92
2 H -5.466 -1.959 1.548  0.44
3 H -5.252 -0.329 0.913  0.45
4 H -5.016 -1.732 -0.141  0.44
5 C -3.404 -1.402 1.265  1.40
6 N -2.670 -0.559 0.315  0.03
7 C -1.345 -0.332 0.341  -0.36
8 O -0.565 -0.822 1.127  -0.61
9 C -0.874 0.595 -0.804  -0.17
10 N 0.578 0.546 -0.875  0.56
11 C 1.230 1.093 0.183  0.81
12 O 0.685 1.853 0.962  -0.59
13 C 2.674 0.786 0.375  -0.20
14 C 3.249 0.821 1.629  -0.03
15 S 4.903 0.470 1.471  0.10
16 N 4.751 0.321 -0.174  -0.81
17 N 3.579 0.504 -0.584  0.05
18 H 2.770 1.023 2.563  0.45
19 C 1.138 -0.439 -1.787  -1.52
20 C 0.876 -1.838 -1.330  0.65
21 C 1.602 -2.586 -0.459  -0.18
22 C 1.027 -3.850 -0.197  -0.70
23 C -0.131 -4.047 -0.873  -0.56
24 S -0.547 -2.690 -1.841  -0.17
25 H -0.775 -4.904 -0.866  0.51
26 H 1.459 -4.577 0.466  0.43
27 H 2.523 -2.249 -0.020  0.47
28 H 2.214 -0.267 -1.860  0.83
29 H 0.687 -0.274 -2.771  0.35
30 C -1.358 2.026 -0.683  0.10
31 C -2.173 2.487 0.343  -0.34
32 C -2.566 3.816 0.330  -0.46
33 N -2.216 4.677 -0.609  -0.66
34 C -1.432 4.241 -1.579  -0.45
35 C -0.982 2.935 -1.667  -0.54
36 H -0.338 2.630 -2.479  0.38
37 H -1.156 4.976 -2.324  0.38
38 H -3.195 4.213 1.115  0.40
39 H -2.467 1.843 1.155  0.43
40 H -1.259 0.184 -1.746  1.00
41 H -3.222 -0.087 -0.383  0.46
42 C -3.213 -0.858 2.683  -1.64
43 H -3.619 0.149 2.764  0.35
44 H -3.722 -1.496 3.400  0.48
45 H -2.155 -0.830 2.927  0.33
46 C -2.878 -2.835 1.169  -1.51
47 H -3.414 -3.479 1.861  0.51
48 H -1.820 -2.857 1.416  0.34
49 H -3.009 -3.217 0.159  0.28

Entry 2:
Below is a cluster of 2 separate species, C3H4Cl2N3O in total, with properties calculated with wB97M-V/def2-TZVPD.

Results
Total charge: +1
Total energy in hartree: -1276.237238
E_HOMO in eV: -14.374
Max |F| in eV Å⁻¹: 7.39
Multiplicity: 1
Energy above the lowest of the compared OMol25 structures with the same formula, charge and spin in kJ/mol: 93.3

Each line ends with the Mulliken charge.
Cartesian coordinates (Å):
1 C 1.437 0.193 -0.800  0.12
2 C -1.728 -1.855 0.696  0.53
3 C 0.059 1.172 0.840  0.06
4 N 1.846 -0.802 -0.142  -0.49
5 N -1.631 -0.823 0.105  -0.23
6 N 0.658 1.306 -0.328  0.01
7 O -1.764 -2.676 1.466  -0.26
8 Cl -1.140 2.198 1.353  0.04
9 Cl -2.283 -0.176 -1.352  0.03
10 H 1.606 0.477 -1.953  0.30
11 H 0.215 0.447 1.631  0.39
12 H 2.267 -1.534 -0.680  0.30
13 H 0.458 2.074 -0.836  0.19

Entry 3:
Below is a structure of composition C4H9N3, with properties calculated with wB97M-V/def2-TZVPD.

Results
Total charge: +2
Total energy in hartree: -321.207763
E_HOMO in eV: -21.237
Max |F| in eV Å⁻¹: 5.50
Multiplicity: 1
Energy above the lowest of the compared OMol25 structures with the same formula, charge and spin in kJ/mol: 505.8

Each line ends with the Mulliken charge.
Cartesian coordinates (Å):
1 C -0.030 -0.419 -0.552  0.18
2 C 2.046 0.163 -0.437  -0.03
3 C -2.023 -0.591 -0.898  -0.75
4 C 0.829 0.683 1.642  -0.65
5 N 0.483 -0.577 -1.729  -0.37
6 N 1.753 -0.255 -1.668  0.18
7 N 0.927 0.111 0.329  0.07
8 H -1.129 -0.354 -0.066  0.34
9 H 2.967 0.476 -0.158  0.52
10 H -2.173 0.388 -1.192  0.43
11 H -1.926 -1.239 -1.657  0.36
12 H -2.774 -1.056 -0.018  0.42
13 H 0.006 1.251 1.577  0.43
14 H 0.657 -0.092 2.372  0.32
15 H 1.767 1.260 1.660  0.28
16 H 2.185 -0.357 -2.572  0.26

Entry 4:
Below is a structure of composition C14H19N5O5STc, with properties calculated with wB97M-V/def2-TZVPD.

Results
Total charge: +2
Total energy in hartree: -1673.117277
E_HOMO (alpha / beta) in eV: -14.177 / -14.490
Max |F| in eV Å⁻¹: 0.56
Multiplicity: 2
Energy above the lowest of the compared OMol25 structures with the same formula, charge and spin in kJ/mol: 2.6

Each line ends with the Löwdin spin population.
Cartesian coordinates (Å):
1 Tc 0.620 1.046 -0.031  0.03
2 O 1.159 0.745 2.093  0.00
3 C 2.441 0.066 2.138  0.00
4 C 2.294 -1.162 1.276  0.00
5 N 1.891 -0.817 -0.122  0.00
6 C 3.091 -0.639 -0.983  0.00
7 C 2.642 0.048 -2.264  0.00
8 O 2.689 -0.392 -3.364  0.00
9 O 2.446 1.882 -0.408  0.00
10 C 1.103 -1.920 -0.720  0.00
11 C -0.283 -2.010 -0.172  0.02
12 O -1.115 -2.812 -0.905  0.02
13 O -1.128 -1.071 1.543  0.05
14 H 1.176 1.515 2.671  0.00
15 H 2.651 -0.234 3.164  0.00
16 H 3.226 0.736 1.784  0.00
17 H 1.516 -1.787 1.708  0.00
18 H 3.224 -1.736 1.271  0.00
19 H 3.525 -1.605 -1.246  0.00
20 H 3.834 -0.032 -0.472  0.00
21 H 1.607 -2.880 -0.574  0.00
22 H 1.013 -1.759 -1.797  0.00
23 C -3.595 1.787 -1.137  -0.01
24 C -2.348 1.087 -0.704  -0.02
25 N -1.232 1.733 -0.490  0.24
26 N -1.054 3.079 -0.404  0.04
27 C 0.210 3.121 0.055  0.03
28 N 0.879 4.224 0.238  0.03
29 S 1.916 1.692 -1.902  0.01
30 C -2.205 -0.270 -0.370  0.26
31 C -3.313 -1.151 -0.214  0.00
32 C -3.244 -2.441 0.176  0.23
33 C -1.935 -3.121 0.286  0.03
34 C -0.848 -2.414 1.175  0.02
35 N -0.884 -0.580 0.169  0.01
36 H -3.382 2.470 -1.959  0.00
37 H -4.027 2.355 -0.310  0.00
38 H -4.342 1.081 -1.488  0.00
39 H -1.771 3.780 -0.566  0.00
40 H 0.508 5.145 0.040  0.00
41 H 1.864 4.162 0.457  0.00
42 H -4.290 -0.719 -0.385  0.00
43 H -4.148 -3.006 0.360  0.01
44 H -2.004 -4.197 0.419  0.00
45 H -0.377 -2.998 1.960  0.00